Record 1
90
Properties=species:S:1:pos:R:3:forces:R:3 method="wB97M-V/def2-TZVPD" e_tot_ev=-47972.530 smiles="NC(N)=O.NC(N)=O.NC(N)=O.CC(C)O.CC(C)O.CC(C)O.CC(C)O.CC(C)O.CO" e_homo_ev=-8.081
N -0.034 -0.944 0.874 -1.05 1.64 0.99
C 1.188 -1.007 0.356 2.05 4.69 -0.08
N 1.584 -2.206 0.040 2.41 0.93 -1.75
O 1.971 0.024 0.124 -2.63 -2.73 0.54
H -0.334 0.007 1.148 -0.02 -0.91 -0.31
H -0.738 -1.688 0.800 0.72 0.53 -0.22
H 2.504 -2.243 -0.357 -0.16 -0.45 0.25
H 1.107 -2.909 0.435 -1.67 -3.67 1.27
N 0.248 -6.026 -2.541 -1.32 -4.15 -2.49
C 0.504 -5.018 -1.771 -4.27 1.71 5.66
N 1.517 -4.381 -2.248 2.12 3.28 0.94
O -0.218 -4.639 -0.676 3.25 -1.91 -4.61
H -0.374 -6.790 -2.279 0.33 0.64 -0.15
H 0.836 -6.126 -3.398 -1.21 -0.31 1.35
H 1.672 -3.482 -1.834 0.52 0.31 -0.25
H 2.011 -4.663 -3.060 0.34 0.04 -0.32
N 2.558 1.496 -2.443 -1.55 -4.83 -1.37
C 3.175 2.577 -2.178 0.46 3.38 8.26
N 3.758 3.047 -3.210 3.85 4.06 -3.52
O 3.233 3.117 -0.917 -0.15 -1.86 -5.62
H 2.208 1.018 -1.627 -0.27 -0.69 0.32
H 3.023 0.926 -3.208 -1.44 0.86 1.62
H 4.458 3.803 -3.122 -1.07 -0.71 0.02
H 3.424 2.849 -4.142 0.12 -0.05 0.28
C -0.163 4.782 1.694 -1.60 0.70 0.79
C 1.043 4.277 1.054 4.22 0.01 10.00
C 1.495 2.983 1.726 0.87 -2.68 4.30
O 0.784 3.805 -0.030 -2.94 -2.57 -14.04
H -0.327 5.792 1.333 -0.58 0.20 -0.05
H -0.093 4.813 2.785 -0.08 -0.03 -0.15
H -0.991 4.097 1.372 0.51 0.89 0.51
H 1.922 4.922 1.072 0.02 0.91 0.17
H 0.691 2.162 1.796 0.71 1.41 -0.50
H 1.778 3.038 2.786 -0.19 0.57 0.44
H 2.391 2.416 1.395 -0.61 0.88 -0.99
H 1.628 3.612 -0.509 -0.36 -0.36 -0.01
C -3.408 1.381 -0.456 -2.00 3.47 0.37
C -1.948 1.138 -0.464 -1.96 -4.56 -7.77
C -1.096 1.656 -1.611 -0.27 0.90 -1.32
O -1.410 1.642 0.518 2.96 3.64 11.20
H -3.969 1.108 -1.314 -0.28 -0.99 -0.88
H -3.486 2.515 -0.534 -0.07 -0.92 0.23
H -4.038 1.175 0.465 1.30 -0.26 -0.96
H -1.797 0.057 -0.471 -0.08 -0.66 -0.16
H 0.007 1.454 -1.481 -1.35 0.22 0.27
H -1.277 2.752 -1.794 0.28 -0.88 0.39
H -1.384 1.144 -2.481 -0.20 -0.58 -1.63
H -0.656 2.171 0.341 1.37 1.03 -0.27
C 5.092 -0.757 -1.927 -0.89 0.33 0.95
C 4.444 -2.117 -2.037 11.19 -1.41 -0.49
C 4.708 -2.929 -0.832 0.21 -2.42 2.09
O 3.221 -2.099 -2.060 -11.12 1.46 -3.23
H 4.782 -0.116 -2.757 0.32 0.12 0.17
H 6.136 -0.864 -1.849 1.49 -0.01 -0.48
H 4.820 -0.332 -0.936 -0.36 0.14 -0.77
H 4.908 -2.689 -2.936 -0.36 0.72 0.81
H 4.315 -2.390 0.049 0.70 0.04 -0.11
H 5.728 -3.319 -0.642 -0.52 0.55 -0.16
H 4.009 -3.823 -0.871 1.01 0.64 -0.12
H 2.944 -1.698 -2.909 -0.75 -0.03 0.78
C -2.111 -3.283 2.260 1.67 -0.64 -0.84
C -3.003 -2.647 1.220 -5.08 0.68 8.52
C -3.704 -1.311 1.648 0.46 -1.86 0.55
O -2.441 -2.486 0.132 4.81 0.92 -9.56
H -1.577 -4.132 1.722 -0.86 0.52 0.85
H -2.647 -3.605 3.135 -0.03 -0.21 0.38
H -1.264 -2.630 2.518 -0.44 0.10 0.36
H -3.797 -3.316 1.025 -1.64 -1.10 0.77
H -3.081 -0.459 1.704 0.99 0.81 -0.26
H -4.113 -1.424 2.615 -0.38 -0.25 1.42
H -4.556 -1.124 1.050 -0.63 0.31 -1.12
H -2.654 -3.270 -0.388 0.96 0.35 -0.62
C -2.452 2.065 3.894 0.06 1.19 2.95
C -3.668 2.519 3.148 -1.89 -0.42 5.65
C -4.728 3.273 4.053 1.15 -0.93 0.56
O -3.424 3.200 2.099 1.91 4.35 -5.49
H -1.921 2.924 4.464 -0.96 -1.17 -0.81
H -1.708 1.721 3.180 -0.02 -0.85 0.24
H -2.909 1.363 4.685 1.56 0.46 -1.17
H -4.099 1.655 2.830 -1.92 -3.31 -0.49
H -5.527 3.743 3.524 -0.59 -0.13 -0.93
H -4.230 4.123 4.516 0.23 -0.10 0.43
H -5.184 2.602 4.827 0.59 0.57 -0.57
H -2.721 2.744 1.608 -0.07 0.33 -0.27
C -0.652 -1.961 -2.412 -2.30 -1.05 -0.19
O 0.333 -0.997 -2.494 1.35 0.07 0.45
H -0.610 -2.649 -3.267 0.07 -0.04 0.19
H -1.610 -1.465 -2.440 -0.65 0.33 -0.49
H -0.793 -2.531 -1.470 1.17 0.26 -0.51
H 0.793 -1.101 -1.657 0.51 0.53 -0.16

---

Record 2
94
Properties=species:S:1:pos:R:3:forces:R:3 method="wB97M-V/def2-TZVPD" e_tot_ev=-84405.370 e_homo_ev=-7.752
C 2.167 -2.873 2.120 -0.41 -0.14 -0.20
C 1.263 -2.425 0.970 -0.75 -0.03 0.86
O 1.512 -1.077 0.610 0.56 -0.55 -0.46
C 1.530 -0.824 -0.780 0.01 0.79 -0.33
C 0.173 -0.379 -1.393 0.05 -0.71 0.32
Si -1.121 0.145 -0.115 1.00 0.55 0.40
C -2.103 1.657 -0.666 -0.62 -0.62 0.15
C -2.814 2.243 0.585 -0.02 0.24 -0.86
C -2.230 3.546 1.144 -0.55 -0.54 0.72
I -0.099 3.705 1.038 -0.07 0.28 0.07
O -2.082 -1.126 0.410 -0.08 0.44 -1.15
Si -3.269 -1.698 -0.620 -0.70 -0.24 0.31
B -4.593 -2.728 0.512 -0.42 0.12 -0.05
N -5.178 -4.030 0.148 0.06 0.24 0.55
O -4.930 -2.139 1.718 0.93 -0.20 -0.09
H 3.029 -3.445 1.778 0.18 0.23 0.04
H 1.572 -3.523 2.765 0.17 -0.08 0.07
H 2.462 -2.010 2.715 0.14 -0.01 -0.05
H 1.302 -3.121 0.127 0.25 0.21 -0.18
H 0.232 -2.474 1.345 -0.04 0.01 -0.15
H 1.941 -1.673 -1.335 -0.08 -0.15 0.15
H 2.241 -0.008 -0.936 0.01 0.02 0.20
H -0.209 -1.225 -1.975 -0.22 0.22 -0.18
H 0.361 0.457 -2.068 -0.16 -0.05 -0.12
H -0.373 0.596 1.070 -0.20 -0.08 0.14
H -2.879 1.380 -1.384 0.15 -0.10 -0.14
H -1.463 2.372 -1.182 0.07 0.06 0.14
H -2.913 1.475 1.355 0.22 0.14 0.18
H -3.841 2.471 0.283 -0.03 0.09 0.18
H -2.473 3.580 2.205 0.25 0.12 0.04
H -2.695 4.431 0.720 0.39 0.01 -0.40
H -4.006 -0.604 -1.292 0.16 0.11 -0.04
H -2.745 -2.592 -1.680 0.29 0.07 -0.04
H -4.476 -4.761 0.205 -0.18 -0.20 -0.23
H -5.599 -4.031 -0.772 0.30 -0.20 -0.15
H -4.590 -2.671 2.448 -0.63 -0.04 0.30
O -3.157 -0.084 -3.879 -0.82 -3.68 -0.26
P -3.586 -0.119 -5.316 0.49 6.34 -1.87
N -2.055 0.230 -6.032 0.42 0.01 0.28
C -1.789 0.919 -7.277 -0.29 -0.18 -0.32
C -1.006 -0.747 -5.747 -0.11 -0.15 0.51
N -4.684 1.219 -5.212 0.16 0.55 0.16
C -4.854 2.319 -6.166 -0.28 -0.23 -0.37
C -4.892 1.761 -3.862 0.09 -0.18 0.29
N -4.368 -0.819 -6.676 0.05 -2.73 1.71
C -4.037 -2.241 -6.833 0.27 -0.04 0.14
C -4.702 -0.287 -7.982 -0.16 0.42 -0.31
H -1.771 0.249 -8.150 -0.07 0.07 -0.05
H -0.804 1.389 -7.223 0.03 -0.07 0.10
H -2.490 1.729 -7.461 -0.10 -0.17 -0.05
H -1.193 -1.716 -6.231 0.14 0.01 -0.07
H -0.926 -0.923 -4.674 -0.09 0.01 -0.01
H -0.034 -0.390 -6.089 -0.08 0.16 -0.07
H -3.917 2.660 -6.610 -0.10 -0.03 -0.11
H -5.284 3.192 -5.679 0.14 -0.08 0.28
H -5.590 2.077 -6.933 0.18 0.01 -0.19
H -4.059 2.399 -3.541 -0.02 -0.02 0.09
H -5.032 0.973 -3.129 0.15 -0.04 -0.01
H -5.807 2.355 -3.838 0.01 0.02 -0.25
H -3.062 -2.383 -7.320 -0.05 -0.04 -0.06
H -4.785 -2.749 -7.443 -0.09 0.08 0.05
H -4.010 -2.746 -5.864 0.02 0.02 -0.01
H -3.958 -0.582 -8.732 0.10 -0.07 0.13
H -4.788 0.787 -8.048 0.09 0.05 0.26
H -5.662 -0.703 -8.305 0.01 -0.02 0.09
O 3.015 1.486 6.413 -0.58 -2.64 2.71
P 4.218 0.620 6.185 2.84 2.88 -5.20
N 5.425 1.753 6.680 -0.10 0.43 0.20
C 6.788 1.866 6.208 0.18 -0.43 -0.02
C 5.320 2.195 8.069 -0.53 0.02 0.08
N 4.003 0.448 4.474 0.03 0.40 -0.40
C 5.025 0.522 3.427 0.23 -0.47 0.03
C 2.765 1.027 3.931 -0.35 0.13 0.18
N 5.136 -0.829 6.340 -2.02 -0.72 2.38
C 5.149 -1.331 7.720 -0.06 0.24 0.17
C 6.344 -1.285 5.685 0.30 -0.02 -0.43
H 7.496 1.236 6.768 0.04 -0.04 -0.10
H 7.125 2.899 6.328 -0.10 0.03 0.07
H 6.878 1.651 5.146 -0.01 -0.19 0.09
H 5.551 1.392 8.783 0.12 0.09 0.06
H 4.312 2.550 8.283 -0.02 -0.07 -0.06
H 6.003 3.021 8.270 0.07 -0.01 -0.17
H 5.789 1.279 3.615 0.07 -0.14 -0.02
H 4.578 0.783 2.469 -0.24 0.16 0.15
H 5.473 -0.453 3.231 0.23 0.08 0.08
H 2.835 2.117 3.835 -0.13 0.01 0.01
H 1.905 0.783 4.544 0.05 0.12 0.12
H 2.548 0.611 2.944 0.29 -0.10 -0.01
H 5.882 -0.800 8.342 0.03 -0.09 0.01
H 5.404 -2.392 7.745 -0.06 -0.01 -0.12
H 4.166 -1.222 8.185 0.02 0.02 0.00
H 7.228 -1.106 6.309 -0.10 0.08 0.12
H 6.557 -0.841 4.724 -0.20 0.19 0.00
H 6.281 -2.367 5.527 -0.08 0.03 0.02

---

Record 3
93
Properties=species:S:1:pos:R:3:forces:R:3 method="wB97M-V/def2-TZVPD" e_tot_ev=-71378.737 e_homo_ev=-15.904 charge=+3
Hf 11.422 -21.502 1.115 -7.04 8.97 -0.27
C 10.043 -18.118 0.874 -0.45 0.71 0.53
O 10.517 -19.430 0.924 2.21 -5.36 0.18
H 10.644 -17.467 1.515 0.18 -0.04 -0.10
H 10.015 -17.674 -0.124 0.36 -0.39 -0.19
H 9.016 -18.043 1.244 -0.03 -0.29 0.10
O 9.846 -21.491 2.952 3.27 0.12 -2.68
P 9.379 -21.508 4.403 -1.65 0.47 3.26
N 7.750 -21.136 4.385 0.53 -1.47 -1.20
C 6.891 -21.445 5.535 0.44 0.16 0.36
C 7.210 -20.167 3.406 0.32 -0.43 0.46
N 10.060 -20.372 5.447 0.95 -1.51 -1.57
C 9.949 -20.539 6.899 0.78 0.11 0.50
C 10.556 -19.053 5.021 -1.58 -0.24 -0.52
N 9.613 -22.975 5.137 0.06 0.88 0.10
C 10.994 -23.363 5.486 -0.19 0.04 -0.47
C 8.684 -24.120 5.081 0.20 0.20 0.19
H 7.190 -20.859 6.405 -0.47 0.37 -0.07
H 6.964 -22.475 5.878 -0.03 -0.08 -0.40
H 5.863 -21.247 5.240 -0.01 0.06 0.21
H 7.811 -20.182 2.498 0.17 0.21 0.11
H 7.188 -19.183 3.879 -0.07 0.19 -0.33
H 6.200 -20.444 3.101 -0.06 -0.07 0.22
H 9.959 -19.551 7.361 -0.32 0.05 -0.11
H 9.085 -21.086 7.264 -0.08 0.02 -0.34
H 10.841 -21.025 7.305 -0.03 -0.15 -0.03
H 10.781 -18.984 3.954 0.38 -0.54 0.03
H 9.660 -18.429 5.084 0.54 0.81 0.50
H 11.398 -18.728 5.626 -0.09 0.11 0.01
H 10.978 -24.191 6.192 -0.06 0.07 0.04
H 11.471 -23.717 4.564 0.34 -0.15 0.14
H 11.589 -22.560 5.917 -0.19 0.12 -0.06
H 7.997 -24.008 4.246 -0.13 -0.16 0.13
H 8.162 -24.219 6.033 -0.23 0.09 -0.12
H 9.263 -25.038 4.991 -0.01 0.04 -0.40
O 13.125 -20.111 0.514 -1.80 -3.71 1.10
P 14.030 -18.918 0.257 2.34 5.60 -0.30
N 13.649 -17.574 1.180 -1.20 0.76 0.60
C 13.267 -17.640 2.600 -1.16 -1.06 -1.03
C 13.724 -16.159 0.735 0.09 -0.92 -1.59
N 14.059 -18.218 -1.255 0.64 -1.58 -0.15
C 15.106 -18.637 -2.192 0.94 -0.85 -1.55
C 12.909 -17.622 -1.917 -0.92 0.03 -0.40
N 15.624 -19.113 0.666 -1.32 -2.03 -0.42
C 15.901 -20.126 1.677 0.54 0.15 0.17
C 16.537 -17.974 0.619 -0.05 0.00 -0.07
H 14.096 -17.748 3.297 -0.02 -0.06 0.01
H 12.535 -18.457 2.621 0.38 -0.38 0.80
H 12.630 -16.795 2.862 0.41 0.31 -0.01
H 14.134 -15.503 1.497 -0.01 -0.19 0.11
H 12.761 -15.806 0.359 -0.19 0.16 0.54
H 14.347 -16.153 -0.157 0.29 0.43 0.23
H 14.959 -19.580 -2.735 -0.54 -0.45 0.77
H 15.190 -18.036 -3.101 -0.30 1.02 0.63
H 16.113 -18.706 -1.790 -0.21 0.18 0.37
H 12.892 -17.799 -2.993 0.50 -0.34 0.05
H 11.971 -18.080 -1.596 -0.04 0.34 0.40
H 12.898 -16.534 -1.844 -0.13 -0.05 0.40
H 16.003 -19.695 2.679 0.12 0.19 -0.05
H 15.064 -20.819 1.752 0.27 -0.30 -0.21
H 16.837 -20.623 1.424 -0.15 -0.32 0.16
H 16.215 -17.264 -0.137 -0.04 0.10 0.16
H 17.531 -18.308 0.321 0.00 -0.14 0.15
H 16.591 -17.495 1.598 0.02 0.12 -0.04
O 9.432 -22.048 0.150 3.74 -0.22 1.81
P 8.127 -22.306 -0.596 -3.38 -1.02 -2.53
N 8.412 -23.453 -1.785 0.20 0.58 -0.73
C 9.487 -24.423 -1.741 1.38 0.84 0.56
C 7.397 -23.750 -2.814 -1.03 0.47 0.14
N 7.469 -20.931 -1.277 0.69 -0.60 0.12
C 8.125 -20.281 -2.408 -0.70 0.75 -0.55
C 6.657 -19.979 -0.492 0.06 -1.17 1.06
N 6.876 -22.967 0.263 0.80 0.56 2.41
C 5.496 -23.249 -0.170 0.74 -0.22 -0.97
C 7.110 -23.646 1.567 1.27 0.42 -0.67
H 10.146 -24.079 -0.936 0.08 -0.50 0.19
H 10.152 -24.399 -2.608 -0.42 0.01 -0.35
H 9.207 -25.460 -1.557 -0.41 0.13 0.07
H 6.449 -23.276 -2.559 0.12 0.20 -0.01
H 7.131 -24.805 -2.881 0.50 -0.15 0.26
H 7.628 -23.405 -3.822 0.50 0.06 0.12
H 8.866 -20.911 -2.893 -0.07 0.03 -0.04
H 7.337 -19.968 -3.099 0.05 -0.64 -0.40
H 8.514 -19.283 -2.176 0.62 -0.33 0.61
H 7.328 -19.363 0.109 -0.18 0.31 -0.08
H 5.949 -19.372 -1.052 0.40 -0.10 -0.57
H 6.047 -20.582 0.181 0.02 0.21 0.18
H 5.189 -22.528 -0.925 -0.37 0.15 0.34
H 5.470 -24.230 -0.652 -0.07 -0.06 0.06
H 4.871 -23.315 0.716 -0.20 0.46 -0.14
H 8.140 -23.474 1.891 0.00 0.14 -0.01
H 7.037 -24.727 1.444 -0.49 -0.01 0.17
H 6.476 -23.229 2.347 -0.28 -0.23 -0.09

---

no.,orbital gap (eV)
1,7.98
2,8.16
3,4.27